Entry 1:
DFT (ωB97M-V/def2-TZVPD) results for a molecular structure, C24H40BN6PdS3Sb.

* total charge: -1
* <S²>: 3.7732
* multiplicity: 4
* HOMO energy (alpha / beta): -4.54 / -4.83 eV
* gap between HOMO and LUMO (alpha / beta): 6.97 / 5.79 eV

Positions of all 76 atoms, in Å:
Pd  0.38794  0.48006  -1.19564
C  -0.53132  -1.39832  4.11509
C  0.41635  -0.88995  3.07465
C  1.76980  -0.67062  3.17414
C  2.15989  -0.19522  1.90205
N  1.11651  -0.12807  1.09590
N  0.03703  -0.56003  1.81967
B  -1.39509  -0.67615  1.23384
N  -1.94703  0.72062  0.86580
N  -1.10767  1.65019  0.33866
C  -1.78303  2.78295  0.27548
C  -3.09206  2.59218  0.76241
C  -3.15337  1.26493  1.12359
C  -4.30358  0.48631  1.67373
C  -1.20598  4.08200  -0.23641
C  -1.95567  4.48232  -1.51350
C  0.28212  3.97134  -0.54309
C  -1.40489  5.15706  0.84209
N  -1.39239  -1.67191  0.04306
N  -0.42873  -1.59517  -0.91457
C  -0.50766  -2.69689  -1.64506
C  -1.57277  -3.48996  -1.18156
C  -2.10067  -2.80712  -0.10522
C  -3.23799  -3.20449  0.78228
C  0.50325  -3.05824  -2.71728
C  0.41605  -2.14609  -3.94244
C  0.24297  -4.49725  -3.17167
C  1.91056  -2.96408  -2.11576
C  3.56472  0.19773  1.50145
C  3.64437  0.67020  0.05602
C  4.48441  -1.01680  1.68096
C  4.03168  1.33229  2.42206
H  0.01968  -1.57894  5.03832
H  -1.00649  -2.33198  3.81057
H  -1.32782  -0.68308  4.32466
H  2.38595  -0.83374  4.04586
H  -2.10183  -1.14170  2.08924
H  -3.88873  3.31623  0.84110
H  -5.07780  1.17517  2.01131
H  -4.01166  -0.14476  2.51327
H  -4.74513  -0.16395  0.91525
H  -1.82043  3.72416  -2.28672
H  -1.58473  5.44269  -1.88609
H  -3.02936  4.57458  -1.32920
H  0.50325  3.21041  -1.28890
H  0.85860  3.72769  0.35331
H  0.63916  4.92840  -0.93682
H  -2.46154  5.30586  1.07718
H  -0.99608  6.11247  0.49700
H  -0.89147  4.87506  1.76481
H  -1.90101  -4.44574  -1.55567
H  -3.53590  -4.22449  0.53730
H  -4.10877  -2.56075  0.64292
H  -2.97464  -3.16589  1.83919
H  -0.58387  -2.15720  -4.37901
H  1.13428  -2.49162  -4.69365
H  0.65160  -1.10925  -3.71497
H  -0.75858  -4.60468  -3.59542
H  0.34438  -5.21194  -2.34964
H  0.96337  -4.76868  -3.94753
H  2.12922  -1.94213  -1.80100
H  2.65719  -3.25849  -2.85984
H  2.01073  -3.61417  -1.24236
H  3.32256  -0.09914  -0.64605
H  4.67991  0.93158  -0.18301
H  3.02682  1.54888  -0.12794
H  4.17639  -1.83544  1.02537
H  4.46773  -1.38540  2.70940
H  5.51504  -0.74712  1.42941
H  3.38277  2.20547  2.31788
H  5.05283  1.63057  2.16367
H  4.01949  1.02942  3.47186
S  0.37663  0.66076  -6.21279
Sb  0.14669  1.81687  -4.23128
S  -1.48122  0.84568  -2.84905
S  1.97500  1.23450  -2.80265

Entry 2:
DFT (ωB97M-V/def2-TZVPD) results for a molecular structure, C6H6OSSbSe4TeV.

* multiplicity: 1
* HOMO energy (alpha / beta): -8.15 / -8.15 eV
* gap between HOMO and LUMO (alpha / beta): 6.15 / 6.15 eV

Positions of all 21 atoms, in Å:
V  -0.61287  0.11625  1.02088
Se  -4.53078  -0.00567  -0.64712
Sb  -2.35336  0.21810  -1.53305
Se  -0.82016  -1.63387  -0.33728
Se  -1.02116  2.01709  -0.08751
Se  -1.50600  0.43889  -3.71921
C  -3.32797  -0.22485  2.95512
C  -1.96700  -0.07456  2.43198
O  -0.90149  0.00090  3.03067
H  -3.31872  -0.35835  4.03594
H  -3.80928  -1.05812  2.44383
H  -3.89516  0.66338  2.67120
Te  1.81920  0.09598  1.71341
C  2.72949  0.00999  -0.17113
C  2.22184  0.29343  -1.40762
C  3.16068  0.07903  -2.45454
C  4.36549  -0.35278  -1.99777
S  4.37017  -0.50071  -0.29502
H  1.21314  0.63526  -1.58403
H  2.93643  0.23526  -3.50003
H  5.24750  -0.59465  -2.56874

Entry 3:
DFT (ωB97M-V/def2-TZVPD) results for a gas-phase ion, C5H11N4 (charge +1) at a distorted geometry.

* total charge: +1
* <S²>: 2.0062
* multiplicity: 3
* HOMO energy (alpha / beta): -9.47 / -13.80 eV
* gap between HOMO and LUMO (alpha / beta): 6.85 / 7.30 eV

Positions of all 20 atoms, in Å:
C  0.67398  -1.45634  -1.33202
C  0.95260  -1.76014  0.02467
C  -0.14704  -0.36307  -1.57974
C  -0.22209  0.44772  0.82013
C  0.65636  1.69328  1.39081
N  0.78253  -0.86923  1.00170
N  -0.58781  0.39876  -0.54389
N  -0.49378  0.04834  -2.77306
N  -1.31632  0.27975  1.60008
H  0.83627  -2.27259  -2.06333
H  1.44950  -2.59134  0.36843
H  1.26581  2.00885  0.49869
H  1.22809  1.63836  2.30315
H  -0.09466  2.36474  1.70259
H  0.85673  -1.24445  1.92361
H  -1.23704  1.15122  -0.87788
H  -0.31740  -0.54570  -3.54368
H  -1.13669  0.74076  -2.98681
H  -1.61000  -0.62850  1.78017
H  -1.53905  0.95959  2.28638

Entry 4:
DFT (ωB97M-V/def2-TZVPD) results for C2H4N4 in the gas phase.

* multiplicity: 1
* HOMO energy: -7.65 eV
* gap between HOMO and LUMO: 7.24 eV

Positions of all 10 atoms, in Å:
N  -1.31640  0.53518  0.00132
C  0.08069  0.13008  -0.08669
C  1.03165  0.95772  0.42468
N  2.18516  0.16742  0.23997
N  1.92759  -0.98578  -0.28630
N  0.59308  -1.07320  -0.48002
H  -1.90505  -0.03102  0.62068
H  -1.80578  0.67575  -0.88807
H  -1.13950  1.45927  0.44799
H  0.24148  -1.84576  -1.02314

Entry 5:
DFT (ωB97M-V/def2-TZVPD) results for a gas-phase ion, C3H2NO3S (charge -1) at a distorted geometry.

* total charge: -1
* multiplicity: 1
* HOMO energy (alpha / beta): -3.64 / -3.65 eV
* gap between HOMO and LUMO (alpha / beta): 7.14 / 7.15 eV

Positions of all 10 atoms, in Å:
C  -1.77853  -0.74112  -0.10283
C  -1.46095  0.61214  0.16831
C  0.66973  -0.03924  -0.22030
N  -0.88203  -1.59190  -0.37840
O  3.15164  -1.02723  0.33688
O  2.95315  1.23750  -0.57995
O  -0.15233  0.86874  0.09800
S  2.47200  0.26624  0.42180
H  -2.83373  -1.02322  -0.05544
H  -2.13893  1.43809  0.31194

Entry 6:
DFT (ωB97M-V/def2-TZVPD) results for C28H43N5O3 in the gas phase at a distorted geometry.

* SMILES: CCCCN(CCCC)CCCNC(=O)Cn1cc2c(n1)-c1c(oc(C(=O)N3CCCC3)c1C)CC2
* multiplicity: 1
* HOMO energy: -7.97 eV
* gap between HOMO and LUMO: 8.55 eV

Positions of all 79 atoms, in Å:
C  3.17987  0.30080  1.03498
C  2.05687  0.04683  2.03437
C  1.00792  1.15929  2.05718
H  1.51382  2.11809  2.18619
H  0.35127  1.00979  2.91788
C  0.15579  1.17969  0.77751
N  -0.94508  2.12401  0.73519
C  -0.53892  3.51886  0.69266
H  0.22242  3.74260  1.45860
H  -1.41472  4.12915  0.92001
C  -0.00155  3.94883  -0.67474
H  0.72581  3.22205  -1.03769
C  -1.09073  4.13778  -1.72669
N  -1.78186  2.91418  -2.05119
C  -3.11232  2.83975  -2.12522
O  -3.88212  3.76014  -1.93814
C  -3.63084  1.45662  -2.57968
N  -2.94214  0.34514  -1.99493
C  -3.46164  -0.61343  -1.19281
C  -2.43409  -1.46024  -0.85544
C  -1.30849  -0.92075  -1.52133
N  -1.63490  0.16681  -2.20006
C  -0.02525  -1.53746  -1.32637
C  0.08543  -2.48416  -0.33713
O  1.34793  -2.92330  -0.24399
C  2.07631  -2.26044  -1.19634
C  1.26596  -1.39132  -1.89794
C  1.62305  -0.47638  -3.00895
H  1.23649  0.52071  -2.80549
H  2.70049  -0.45197  -3.13964
H  1.16336  -0.82474  -3.93290
C  3.51613  -2.48517  -1.36821
O  4.11547  -2.02510  -2.33431
N  4.17846  -3.20054  -0.43307
C  3.68777  -3.77495  0.80275
C  4.95567  -4.19783  1.54457
H  4.77882  -5.03590  2.21553
C  5.91818  -4.53385  0.40806
C  5.59831  -3.45466  -0.61824
H  5.78636  -3.75444  -1.65102
H  6.16579  -2.53606  -0.42714
H  6.96094  -4.51547  0.71667
H  5.68921  -5.51992  0.00233
H  5.34515  -3.36118  2.12615
H  3.10167  -3.04841  1.36934
H  3.05050  -4.64203  0.59229
C  -0.99741  -2.90494  0.59865
H  -0.94130  -2.28057  1.49944
H  -0.85259  -3.94083  0.90957
C  -2.37498  -2.72732  -0.06496
H  -2.55227  -3.56735  -0.74602
H  -3.15845  -2.74578  0.69420
H  -4.50085  -0.62494  -0.93186
H  -4.69241  1.39362  -2.33552
H  -3.51789  1.42411  -3.67024
H  -1.24821  2.05358  -2.14853
H  -1.84656  4.84726  -1.37901
H  -0.63454  4.54318  -2.63996
H  0.51526  4.90308  -0.55576
C  -1.97005  1.86969  1.73552
H  -1.79036  2.43868  2.66316
C  -3.36531  2.19343  1.20078
H  -3.41013  3.22750  0.85816
C  -4.44814  1.96333  2.25074
C  -5.83768  2.22459  1.68323
H  -5.90290  3.23705  1.29248
H  -6.05251  1.53507  0.86980
H  -6.59829  2.09830  2.45053
H  -4.38947  0.93396  2.61462
H  -4.27306  2.62434  3.10299
H  -3.55622  1.55701  0.33734
H  -1.94288  0.80695  1.98995
H  0.80068  1.37856  -0.07923
H  -0.27599  0.18657  0.63376
H  1.56867  -0.90275  1.79998
H  2.48940  -0.04354  3.03472
H  3.64494  1.26603  1.22422
H  3.94507  -0.46772  1.12008
H  2.80987  0.28845  0.01355

Entry 7:
DFT (ωB97M-V/def2-TZVPD) results for C8H11NO in the gas phase at a distorted geometry.

* multiplicity: 1
* HOMO energy (alpha / beta): -7.08 / -7.87 eV
* gap between HOMO and LUMO (alpha / beta): 7.23 / 8.05 eV

Positions of all 21 atoms, in Å:
C  0.36186  -1.29353  -0.63277
C  0.48533  -2.51456  0.03193
C  1.21234  -0.16384  -0.88214
C  -0.98726  -2.96036  0.08745
C  0.51424  0.99940  1.27445
C  0.89463  1.12743  -0.15299
C  -0.95930  -1.47218  -0.26913
C  -0.32540  1.77439  -1.01568
N  -0.84031  0.81692  1.53271
O  -1.27341  -0.45304  1.54943
H  2.34443  -0.37308  -0.76216
H  1.33723  -0.09318  -1.99355
H  -1.47096  -3.67303  -0.61018
H  -1.22795  -3.07693  1.09325
H  1.10416  0.28449  1.79450
H  0.62820  2.03513  1.72424
H  1.75347  1.80209  -0.19633
H  -1.13186  0.96268  -1.05355
H  -0.08492  2.08395  -1.94443
H  -0.89099  2.59756  -0.60630
H  -1.44355  1.58970  1.03125

Entry 8:
DFT (ωB97M-V/def2-TZVPD) results for C6H4 in the gas phase at a distorted geometry.

* SMILES: C=C=C1C2=C1C2
* multiplicity: 1
* HOMO energy (alpha / beta): -7.96 / -9.02 eV
* gap between HOMO and LUMO (alpha / beta): 7.33 / 8.71 eV

Positions of all 10 atoms, in Å:
C  -0.15061  0.07630  0.46485
C  1.03482  0.41284  0.98163
C  -1.47456  -0.25851  0.66849
C  -0.69250  0.10641  -0.85185
C  2.19067  0.82994  0.56303
C  -1.85092  -0.80837  -0.67740
H  2.36787  1.04905  -0.48476
H  3.03192  0.98610  1.22175
H  -1.64834  -1.86655  -0.78184
H  -2.80836  -0.52721  -1.10389

Entry 9:
DFT (ωB97M-V/def2-TZVPD) results for a molecular structure, C6H13NO3 at a distorted geometry.

* multiplicity: 1
* HOMO energy: -8.05 eV
* gap between HOMO and LUMO: 8.56 eV

Positions of all 23 atoms, in Å:
C  2.34025  -0.40594  -0.08053
C  -0.12044  -0.44986  1.68829
C  -0.56328  -1.62550  -0.51988
C  -2.08462  0.89005  -1.24212
C  1.29997  0.55244  -0.47474
C  -0.39447  -0.32350  0.20669
N  -1.33396  0.68111  -0.03262
O  3.03883  -0.06531  1.01896
O  2.51863  -1.46339  -0.63840
O  1.36919  1.78854  0.16492
H  0.19485  0.50863  2.10021
H  -1.02413  -0.76397  2.21274
H  0.65929  -1.18131  1.87637
H  -1.47769  -2.10505  -0.16451
H  -0.63323  -1.49655  -1.59478
H  0.28002  -2.27732  -0.31567
H  -1.71989  0.23583  -2.02726
H  -3.15030  0.68815  -1.09204
H  -1.98009  1.92532  -1.58380
H  1.10697  0.59081  -1.54290
H  0.53739  2.24717  -0.00160
H  -1.63921  1.21890  0.76011
H  2.77592  0.83074  1.28256

Entry 10:
DFT (ωB97M-V/def2-TZVPD) results for a molecular structure, C19H18Br2FNaO8P2S.

* total charge: -2
* multiplicity: 1
* HOMO energy: -1.93 eV
* gap between HOMO and LUMO: 5.90 eV

Positions of all 52 atoms, in Å:
Na  1.18047  1.35364  -0.01853
Br  2.95605  1.70464  3.11857
C  3.85949  2.57021  1.65300
Br  5.61665  3.22852  2.14154
H  3.23802  3.40332  1.34232
H  3.96799  1.82392  0.86996
O  -1.42485  2.96168  1.63663
P  -1.70152  3.00552  0.03408
O  -3.16378  3.09407  -0.19649
O  -0.93067  1.89221  -0.61426
O  -0.98355  4.40624  -0.40001
P  0.55691  4.78221  -0.04033
O  0.35555  5.92835  1.11116
O  1.20065  5.42172  -1.21048
O  1.15176  3.59505  0.67256
H  -0.46445  3.06951  1.76025
H  0.40620  6.77383  0.65626
F  5.79356  -3.00745  -2.12359
C  4.98181  -2.01097  -1.62645
C  4.48955  -2.12194  -0.34508
C  3.65814  -1.10363  0.12926
C  3.28358  0.03797  -0.60713
C  3.84800  0.06256  -1.89779
C  4.68003  -0.92987  -2.42424
H  4.74724  -2.98658  0.25825
H  3.27476  -1.23051  1.14210
H  3.63046  0.90216  -2.55741
H  5.08537  -0.87276  -3.42923
O  -0.13904  -0.55514  0.83875
S  -1.60652  -0.28529  0.77346
C  -2.16250  -0.71013  -0.88034
C  -1.55908  -1.76218  -1.54980
C  -1.98990  -2.07928  -2.82841
C  -3.01600  -1.34724  -3.41513
C  -3.59539  -0.28389  -2.73591
C  -3.16032  0.05486  -1.46061
C  -2.32786  -1.75634  1.54898
C  -1.48955  -2.73304  2.05791
C  -2.03972  -3.83787  2.69703
C  -3.41587  -3.95513  2.82945
C  -4.24880  -2.96144  2.32600
C  -3.70561  -1.85712  1.68911
H  -0.74250  -2.29573  -1.07789
H  -1.51886  -2.88981  -3.37129
H  -3.34771  -1.59341  -4.41721
H  -4.36591  0.31037  -3.21105
H  -3.54251  0.93314  -0.94615
H  -0.41999  -2.60383  1.94415
H  -1.38867  -4.60747  3.09400
H  -3.84253  -4.81606  3.33012
H  -5.32340  -3.04730  2.43350
H  -4.34517  -1.07425  1.29642

Entry 11:
DFT (ωB97M-V/def2-TZVPD) results for a molecular structure, C22H28N3OSiZn.

* total charge: +1
* multiplicity: 1
* HOMO energy: -11.03 eV
* gap between HOMO and LUMO: 8.02 eV

Positions of all 56 atoms, in Å:
Zn  0.40168  2.29096  0.12164
N  2.42211  2.82214  0.26981
C  2.83536  2.66571  1.69015
C  2.17073  1.44531  2.31294
N  0.72666  1.39626  2.05699
C  -0.17488  2.08138  2.98612
C  -0.39856  3.54364  2.61867
N  -0.73648  3.68542  1.17643
H  2.93777  2.18232  -0.33082
H  2.66452  3.75518  -0.04717
H  2.54657  3.58112  2.20614
H  3.91911  2.58067  1.77443
H  2.39813  1.41738  3.38293
H  2.59159  0.53976  1.87182
H  0.44089  0.42548  1.96875
H  0.17772  2.02107  4.02026
H  -1.12835  1.55048  2.94185
H  0.50020  4.13514  2.79135
H  -1.18363  3.96626  3.24618
H  -0.62924  4.65640  0.90209
H  -1.71245  3.45439  1.00517
O  -0.28821  1.10801  -1.12053
Si  -0.47775  -0.50264  -1.17705
C  -0.40198  -1.19689  0.58761
C  0.73550  -1.78997  1.14026
C  0.77906  -2.16369  2.48077
C  -0.32453  -1.96032  3.29653
C  -1.48130  -1.39836  2.76496
C  -1.51541  -1.02811  1.42690
C  0.91397  -1.26723  -2.15526
C  1.96607  -0.48427  -2.63180
C  3.01446  -1.04604  -3.34964
C  3.02603  -2.40957  -3.60076
C  1.98636  -3.20694  -3.13906
C  0.94176  -2.63768  -2.42698
C  -2.14820  -0.97455  -1.85181
C  -2.83278  -0.09862  -2.69724
C  -4.06105  -0.44477  -3.24264
C  -4.62618  -1.67817  -2.95154
C  -3.96208  -2.56335  -2.11357
C  -2.73592  -2.21010  -1.56906
H  1.60439  -1.96218  0.51199
H  1.67023  -2.62873  2.88399
H  -0.29625  -2.26365  4.33520
H  -2.35692  -1.26917  3.38903
H  -2.42967  -0.61167  1.01574
H  1.95022  0.58738  -2.46012
H  3.81649  -0.42104  -3.72223
H  3.83832  -2.85143  -4.16312
H  1.98824  -4.27021  -3.34104
H  0.13330  -3.27605  -2.08525
H  -2.39720  0.86536  -2.93541
H  -4.57694  0.24495  -3.89841
H  -5.58314  -1.95057  -3.37751
H  -4.40012  -3.52607  -1.88364
H  -2.23822  -2.91012  -0.90504

Entry 12:
DFT (ωB97M-V/def2-TZVPD) results for 2 unconnected molecules or ions with the total composition CH6S4Si at a distorted geometry.

* SMILES: S=[Si](S)S.CS
* multiplicity: 1
* HOMO energy: -9.07 eV
* gap between HOMO and LUMO: 8.78 eV

Positions of all 12 atoms, in Å:
C  -0.74259  0.45304  -1.64705
Si  0.50377  -0.47234  3.72625
S  -0.80256  0.34101  4.97575
S  1.64519  -2.27032  4.05106
S  1.31694  0.22403  1.93065
S  -2.06537  1.56274  -1.22372
H  -1.19810  -0.35226  -2.28553
H  -0.27569  0.04938  -0.69635
H  0.11931  0.78517  -2.29572
H  -1.51573  2.50482  -1.87753
H  0.83966  -3.10834  4.71645
H  2.00611  -0.95262  1.60604

Computed ΔE to the lowest compared entry with this formula, charge and spin, in the same sequence as the records: 0.0; 0.0; 0.0; 470.0; 562.2; 0.0; 927.8; 413.9; 193.3; 0.0; 0.0; 105.8 kJ/mol.
Computed electronic energy, in the same sequence as the records: -77683.822; -320105.370; -11313.787; -8094.443; -21607.016; -43328.060; -12002.785; -6278.185; -14064.626; -213016.584; -86080.580; -52354.111 eV.